{
  "formula": "C3H3N3O2",
  "method": "ωB97M-V/def2-TZVPD",
  "symbols": ["O", "H", "C", "O", "N", "H", "C", "N", "C", "N", "H"],
  "xyz": [[-2.215, 1.138, 0.461], [1.766, 2.073, 0.307], [0.173, -1.045, -0.483], [0.445, -1.906, -1.297], [0.778, 1.994, 0.050], [2.077, -0.478, 0.204], [0.383, 0.785, 0.063], [1.080, -0.360, 0.336], [-1.354, 0.330, 0.375], [-1.190, -0.936, 0.067], [-1.943, -1.594, -0.083]],
  "atomic_forces_ev_per_a": [[-0.19, -0.76, 0.85], [0.04, -0.02, -0.57], [-0.06, -6.72, 0.18], [-0.46, 1.68, 0.62], [-0.70, -0.91, 0.14], [-0.08, 0.11, -0.57], [-1.15, 4.92, 3.36], [-1.46, -0.68, -0.87], [2.77, 3.48, -2.37], [1.03, -0.92, -0.50], [0.24, -0.18, -0.27]],
  "spin_multiplicity": 1,
  "mol_weight_da": 113.1,
  "lumo_energy_ev": 0.07,
  "total_energy_ha": -430.80846
}

***

{
  "formula": "C3H3N3O3",
  "method": "ωB97M-V/def2-TZVPD",
  "symbols": ["O", "H", "O", "N", "N", "H", "C", "N", "O", "H", "C", "C"],
  "xyz": [[-0.381, -2.136, -0.780], [0.481, 2.438, 0.628], [0.719, -1.720, 1.497], [0.488, 2.047, 1.465], [-0.604, -1.371, -1.972], [-0.289, 0.212, 2.654], [0.187, -1.407, 0.340], [-0.651, -0.029, 0.441], [0.351, 0.697, -1.015], [0.069, 0.560, -2.919], [-0.271, -0.140, -1.949], [-0.098, 0.850, 1.610]],
  "atomic_forces_ev_per_a": [[2.35, 1.87, 2.73], [0.03, 1.52, -5.24], [-2.44, 0.39, -7.88], [-3.00, -7.21, 6.71], [0.19, 0.88, 0.10], [0.74, 2.17, -2.85], [-1.97, 0.59, 6.10], [4.85, 0.95, -1.23], [-3.96, -3.79, 2.26], [-2.03, -2.64, 1.59], [3.76, 3.53, -1.75], [1.47, 1.75, -0.53]],
  "spin_multiplicity": 1,
  "mol_weight_da": 129.1,
  "lumo_energy_ev": -2.24,
  "total_energy_ha": -505.78485
}

***

{
  "formula": "C3H3N3S",
  "method": "ωB97M-V/def2-TZVPD",
  "symbols": ["H", "C", "C", "H", "N", "S", "N", "C", "N", "H"],
  "xyz": [[-2.162, 0.123, -0.973], [-0.076, -0.468, 1.362], [-1.294, -0.053, -0.357], [1.476, 0.903, -2.046], [-1.385, -0.468, 0.835], [0.278, -1.059, 2.843], [0.796, -0.010, 0.428], [0.089, 0.309, -0.771], [0.492, 0.739, -1.889], [1.786, -0.014, 0.568]],
  "atomic_forces_ev_per_a": [[-0.04, -0.16, -0.25], [0.44, -0.99, 1.22], [-0.39, 0.82, -0.75], [0.27, -0.04, 0.49], [-0.27, 0.01, 0.13], [0.04, 0.35, -0.42], [-0.58, 0.45, -1.06], [1.47, -0.27, 0.56], [-1.16, -0.25, 0.06], [0.23, 0.07, 0.00]],
  "spin_multiplicity": 1,
  "mol_weight_da": 113.1,
  "lumo_energy_ev": -1.36,
  "smiles": "[H]/N=C1/C=NC(=S)N1",
  "total_energy_ha": -678.55519
}

***

{
  "formula": "C3H3N3S",
  "method": "ωB97M-V/def2-TZVPD",
  "symbols": ["C", "H", "C", "H", "S", "H", "C", "N", "N", "N"],
  "xyz": [[-0.226, -0.483, -1.204], [-1.505, 2.644, 1.763], [-1.020, 1.803, 1.202], [-0.717, -0.147, -2.221], [0.912, -1.868, -1.027], [0.238, -3.011, -1.848], [-0.174, 0.460, -0.173], [0.541, 0.292, 0.933], [-1.175, 1.520, 0.016], [0.050, 1.004, 1.878]],
  "atomic_forces_ev_per_a": [[0.84, 1.70, -0.48], [0.30, -1.19, -0.55], [1.03, 1.09, 4.06], [0.56, -1.25, 2.39], [-2.08, -1.49, -1.80], [1.19, 2.84, 1.48], [-2.85, -0.28, -3.32], [0.33, -0.47, 3.36], [0.64, -1.63, -3.59], [0.04, 0.69, -1.54]],
  "spin_multiplicity": 1,
  "mol_weight_da": 113.1,
  "lumo_energy_ev": -1.54,
  "smiles": "S/C=C1/N=CN=N1",
  "total_energy_ha": -678.45541
}